The following is a DFT calculation (ωB97M-V/def2-TZVPD) of a molecular structure, C2H2N3OS in a non-equilibrium geometry.

Max |F|: 6.6 eV/Å
Total charge: -1
Orbital gap (spin up / spin down): 7.68 / 7.69 eV
E: -19458.436 eV
HOMO (spin up / spin down): -0.1467 / -0.1467 Eh

XYZ file:
```
9
C2H2N3OS | the Open Molecules 2025 dataset | ωB97M-V/def2-TZVPD
C 1.182 0.807 0.325
C 0.186 -1.325 -0.427
N 1.958 1.587 0.655
N -1.213 1.060 -0.079
N 0.242 -0.029 0.049
O -0.829 -1.811 -0.955
S 1.727 -1.877 -0.176
H -1.465 1.233 1.013
H -1.786 0.354 -0.405
```